Record 1
{
  "formula": "C4H8NO3",
  "method": "ωB97M-V with the def2-TZVPD basis set",
  "orbital_gap_ev": 8.0,
  "total_charge": -1,
  "de_lowest_ev": 0.5153,
  "molar_mass_g_mol": 118.11,
  "homo_ev": -4.47,
  "energy_ha": -437.7865,
  "species": ["C", "C", "O", "O", "H", "H", "H", "C", "C", "O", "N", "H", "H", "H", "H", "H"],
  "positions_angstrom": [[2.797, 0.241, 0.210], [2.000, 1.324, -0.520], [2.629, 2.143, -1.204], [0.741, 1.284, -0.346], [2.568, -0.763, -0.145], [2.494, 0.215, 1.266], [3.872, 0.427, 0.123], [-3.302, -1.523, 0.585], [-1.815, -1.218, 0.469], [-1.015, -2.125, 0.690], [-1.476, 0.027, 0.121], [-3.445, -2.590, 0.760], [-3.929, -1.243, -0.272], [-0.452, 0.240, 0.021], [-2.047, 0.597, -0.481], [-3.811, -0.994, 1.401]],
  "mulliken_charge": [-0.8014, 0.5215, -0.7251, -0.7630, 0.2170, 0.2225, 0.2908, -1.0315, 0.6551, -0.6386, -0.3343, 0.2860, 0.2909, 0.3274, 0.2208, 0.2620]
}

=====

Record 2
{
  "formula": "C4H8NO3P",
  "method": "ωB97M-V with the def2-TZVPD basis set",
  "orbital_gap_ev": 9.3,
  "de_lowest_ev": 0.9441,
  "molar_mass_g_mol": 149.09,
  "homo_ev": -8.75,
  "energy_ha": -779.0233,
  "species": ["C", "C", "C", "C", "N", "O", "O", "O", "P", "H", "H", "H", "H", "H", "H", "H", "H"],
  "positions_angstrom": [[1.196, 1.322, -0.064], [0.999, -1.743, -0.786], [0.037, -1.391, 0.294], [-0.343, 0.186, 0.228], [-1.231, 0.591, 1.302], [2.196, 1.585, 0.531], [0.798, 1.809, -1.214], [-1.811, 2.145, -0.849], [-0.769, 1.043, -1.491], [1.202, -2.867, -0.854], [2.022, -1.163, -0.692], [0.602, -1.435, -1.732], [-0.891, -1.988, 0.010], [0.263, -1.655, 1.367], [-1.362, -0.218, 2.004], [-1.840, 2.352, 0.145], [-1.069, 1.428, 1.802]],
  "mulliken_charge": [0.5110, -1.1976, -0.3672, 0.4256, -0.6390, -0.5339, -0.3019, -0.4554, 0.1479, 0.3392, 0.2670, 0.3174, 0.2854, 0.3831, 0.2447, 0.3539, 0.2198]
}

=====

Record 3
{
  "formula": "C4H8NO3P",
  "method": "ωB97M-V with the def2-TZVPD basis set",
  "orbital_gap_ev": 8.2,
  "de_lowest_ev": 2.9040,
  "molar_mass_g_mol": 149.09,
  "homo_ev": -9.87,
  "energy_ha": -778.9513,
  "species": ["C", "C", "C", "C", "N", "O", "O", "O", "P", "H", "H", "H", "H", "H", "H", "H", "H"],
  "positions_angstrom": [[1.629, -1.351, 0.476], [-1.189, -0.854, -1.580], [-0.558, -0.041, -0.258], [0.855, -0.285, -0.099], [1.354, 1.043, 1.766], [1.305, -2.221, 1.273], [2.775, -1.264, -0.166], [2.916, 1.331, -0.246], [2.405, 0.176, -1.136], [-2.105, -0.415, -1.736], [-1.217, -1.845, -1.404], [-0.544, -0.642, -2.407], [-0.852, 0.976, -0.391], [-1.127, -0.610, 0.577], [0.398, 0.737, 1.974], [2.490, 1.359, 0.730], [1.910, 0.276, 2.176]],
  "mulliken_charge": [0.7301, -1.3640, -0.6047, 0.2393, -0.8372, -0.6090, -0.3770, -0.4485, 0.2237, 0.4060, 0.4284, 0.3922, 0.3986, 0.2895, 0.2971, 0.5166, 0.3191]
}

=====

Which formula does entry 1 have?
C4H8NO3